33
Properties=species:S:1:pos:R:3:forces:R:3 method="wB97M-V/def2-TZVPD" total_energy_ha=-3276.1428 s_squared=2.026 spin_multiplicity=3
Au -0.46235 -0.81290 -0.70700 0.246 0.174 0.264
O 1.85788 -0.51223 -0.92236 0.298 -0.101 -0.183
N 2.21149 0.69341 -0.92297 -0.477 -0.193 -0.097
N 1.24836 1.53481 -0.89697 -0.028 0.568 0.088
O -0.04540 1.21911 -0.94255 0.561 -0.232 -0.050
C 1.56863 2.94117 -0.83941 -0.110 -0.135 -0.011
C 0.52486 3.84656 -0.75332 -0.026 0.023 -0.001
C 0.81305 5.20366 -0.68603 0.008 -0.065 -0.006
C 2.12653 5.64509 -0.70752 -0.038 0.027 0.011
C 3.16008 4.72205 -0.80195 -0.007 -0.012 -0.005
C 2.89138 3.36579 -0.86954 0.027 -0.062 -0.010
H -0.49126 3.48404 -0.73640 0.003 0.025 0.019
H -0.00092 5.91300 -0.61522 0.013 0.002 0.007
H 2.34596 6.70389 -0.64798 -0.004 -0.040 -0.015
H 4.18791 5.05954 -0.82441 -0.004 -0.013 0.008
H 3.68932 2.64266 -0.94423 0.005 0.022 0.012
Cl -3.50376 -1.45466 -0.96170 -0.170 -0.230 0.004
C -2.57519 -2.85093 -0.85460 -0.405 -0.399 -0.005
C -1.16176 -2.70788 -0.83381 -0.188 0.426 0.043
C -0.43616 -3.86471 -0.75705 -0.352 -0.770 0.032
Cl 1.25976 -3.77747 -0.71949 0.285 -0.029 0.013
C -1.07753 -5.14904 -0.69487 0.648 0.658 -0.026
Cl -0.13786 -6.53375 -0.61311 -0.005 -0.110 0.020
C -2.49504 -5.26606 -0.69994 -0.284 0.097 -0.009
Cl -3.24267 -6.79735 -0.59814 0.152 0.053 -0.018
C -3.25088 -4.12856 -0.78857 0.340 0.364 0.010
Cl -4.93952 -4.20945 -0.81902 -0.271 0.057 -0.001
B -0.58071 -0.89168 4.04646 -0.177 0.106 0.378
C -0.85274 -0.68897 2.51594 0.024 0.016 -0.255
N -1.02918 -0.55193 1.37795 -0.205 -0.081 0.096
H -0.70248 -2.08419 4.26962 0.177 0.106 -0.062
H -1.41773 -0.26907 4.67316 -0.007 -0.032 -0.169
H 0.51795 -0.42394 4.27502 -0.029 -0.221 -0.077